# 1
C14H19BrOV | wB97M-V/def2-TZVPD

## Properties
orbital gap (alpha / beta) = 6.054 / 5.926 eV
LUMO (alpha / beta) = -1.51 / -1.62 eV
highest occupied orbital energy (alpha / beta) = -7.6 / -7.5 eV
energy relative to the best compared isomer or geometry (same formula, charge and spin) = 171.9 kJ/mol
E = -112602.0023 eV

```
! RIJCOSX wB97M-V def2-TZVPD def2/J DEFGRID3
* xyz 0 2
C -1.246 -0.891 -2.747
C -1.565 -1.992 -1.891
C -2.203 -1.462 -0.717
H -1.273 -3.016 -2.064
C -2.288 -0.032 -0.872
C -1.710 0.307 -2.128
H -1.700 1.299 -2.574
H -0.782 -0.955 -3.727
H -2.459 -2.018 0.182
H -2.717 0.694 -0.181
V -0.245 -0.697 -0.862
Br 1.188 -2.707 -0.107
C 2.189 1.209 -0.663
C 1.208 1.874 -1.469
C 1.104 1.154 -2.703
H 0.646 2.768 -1.182
C 1.974 0.017 -2.645
C 2.665 0.065 -1.385
H 3.440 -0.624 -1.043
H 2.551 1.542 0.315
H 0.516 1.470 -3.573
H 2.116 -0.735 -3.429
C 1.321 -0.034 2.585
C -0.110 0.224 2.126
C -0.992 -0.946 2.543
C -0.626 1.520 2.745
O -0.142 0.446 0.729
H 1.382 -0.045 3.680
H 1.989 0.748 2.219
H 1.693 -0.991 2.205
H -1.052 -1.008 3.638
H -2.007 -0.824 2.159
H -0.600 -1.896 2.164
H -0.007 2.361 2.418
H -1.651 1.709 2.415
H -0.607 1.466 3.838
*
```


# 2
C6H11NO2 | wB97M-V/def2-TZVPD

## Properties
orbital gap = 9.053 eV
LUMO = -0.11 eV
highest occupied orbital energy = -9.2 eV
energy relative to the best compared isomer or geometry (same formula, charge and spin) = 362.1 kJ/mol
E = -11982.5149 eV

```
! RIJCOSX wB97M-V def2-TZVPD def2/J DEFGRID3
* xyz 0 1
C 0.928 0.083 1.163
C -1.516 -0.061 -0.181
C 1.444 -0.128 -0.209
C 1.572 -1.492 -0.807
C -0.169 0.670 -0.306
N -2.272 0.415 0.969
C -0.122 1.888 -0.842
O 0.483 -0.895 1.828
O -1.394 -1.448 -0.112
H -0.923 -1.633 0.725
H 1.380 0.951 1.677
H -2.109 0.155 -1.078
H 2.253 0.553 -0.486
H -2.471 1.406 0.903
H -1.758 0.235 1.825
H 0.679 -2.088 -0.670
H 1.792 -1.400 -1.872
H 2.399 -2.011 -0.325
H 0.786 2.473 -0.876
H -0.984 2.325 -1.326
*
```


# 3
C13H29NO6P | wB97M-V/def2-TZVPD

## Properties
orbital gap = 7.965 eV
LUMO = -3.64 eV
highest occupied orbital energy = -11.6 eV
E = -37008.0036 eV

```
! RIJCOSX wB97M-V def2-TZVPD def2/J DEFGRID3
* xyz 1 1
C 7.252 0.619 2.202
C 6.031 1.213 1.469
C 5.470 2.444 2.146
O 5.898 2.875 3.119
O 4.400 3.135 1.545
C 3.189 2.961 2.253
C 2.665 1.523 1.995
P 0.958 1.249 2.614
N 0.275 0.070 1.643
H 8.196 0.841 1.705
H 7.339 0.939 3.241
H 7.124 -0.467 2.206
H 6.328 1.423 0.437
H 5.254 0.444 1.402
H 2.468 3.650 1.803
H 3.295 3.203 3.316
H 3.307 0.733 2.392
H 2.576 1.391 0.911
H 0.188 2.426 2.526
H 0.981 0.842 3.966
H 0.351 -0.860 2.045
H -0.677 0.291 1.360
O -2.406 -1.246 -0.632
C -3.186 -1.627 0.202
O -2.723 -1.911 1.435
C -3.561 -2.211 2.564
C -3.964 -3.670 2.585
C -4.637 -1.869 -0.125
H -4.420 -1.539 2.597
H -2.960 -1.990 3.445
H -4.553 -3.938 1.709
H -4.552 -3.891 3.476
H -3.079 -4.307 2.582
H -4.734 -2.847 -0.596
H -4.962 -1.102 -0.825
H -5.302 -1.812 0.733
O -0.682 -2.213 -4.984
C -1.322 -1.235 -4.712
O -2.071 -0.649 -5.668
C -2.992 0.415 -5.417
C -2.297 1.761 -5.400
C -1.237 -0.603 -3.342
H -3.562 0.227 -4.506
H -3.705 0.387 -6.240
H -1.560 1.823 -4.599
H -3.023 2.564 -5.264
H -1.765 1.924 -6.338
H -0.344 0.021 -3.297
H -1.159 -1.395 -2.606
H -2.107 -0.012 -3.070
*
```


# 4
C16H21N5O3S | wB97M-V/def2-TZVPD

## Properties
orbital gap = 8.867 eV
LUMO = 0.31 eV
highest occupied orbital energy = -8.6 eV
energy relative to the best compared isomer or geometry (same formula, charge and spin) = 383.9 kJ/mol
structure (SMILES) = COc1ccc(-n2nnnc2SCC(=O)NC2CCCC2)cc1OC
E = -41359.7508 eV

```
! RIJCOSX wB97M-V def2-TZVPD def2/J DEFGRID3
* xyz 0 1
C -5.227 -1.064 0.758
O -4.449 -0.315 -0.144
C -3.233 0.124 0.258
C -2.668 -0.108 1.502
C -1.403 0.368 1.809
C -0.700 1.091 0.862
N 0.596 1.517 1.173
N 1.010 1.705 2.434
N 2.243 1.989 2.402
N 2.710 2.007 1.168
C 1.694 1.717 0.386
S 1.769 1.551 -1.343
C 3.324 0.619 -1.435
C 3.236 -0.813 -0.898
O 4.251 -1.440 -0.693
N 1.995 -1.285 -0.702
C 1.703 -2.602 -0.180
C 1.086 -2.511 1.234
C -0.347 -3.046 1.114
C -0.682 -2.913 -0.370
C 0.636 -3.288 -1.043
C -1.260 1.372 -0.384
C -2.517 0.888 -0.698
O -3.149 1.087 -1.878
C -2.504 1.857 -2.866
H -4.725 -1.995 1.044
H -6.146 -1.300 0.224
H -5.469 -0.488 1.656
H -3.204 -0.670 2.249
H -0.961 0.184 2.775
H 4.086 1.165 -0.878
H 3.602 0.593 -2.489
H 1.200 -0.706 -0.935
H 2.654 -3.140 -0.180
H 1.083 -1.472 1.563
H 1.668 -3.079 1.956
H -0.376 -4.098 1.400
H -1.042 -2.499 1.747
H -1.504 -3.559 -0.673
H -0.955 -1.882 -0.603
H 0.694 -2.971 -2.083
H 0.775 -4.368 -1.004
H -0.714 1.979 -1.086
H -2.325 2.881 -2.523
H -1.556 1.406 -3.174
H -3.188 1.875 -3.712
*
```


# 5
C6H9N | wB97M-V/def2-TZVPD

## Properties
orbital gap (alpha / beta) = 8.373 / 8.169 eV
LUMO (alpha / beta) = 0.40 / 0.36 eV
highest occupied orbital energy (alpha / beta) = -8.0 / -7.8 eV
energy relative to the best compared isomer or geometry (same formula, charge and spin) = 465.2 kJ/mol
E = -7853.3379 eV

```
! RIJCOSX wB97M-V def2-TZVPD def2/J DEFGRID3
* xyz 0 1
C -0.244 -0.115 -1.734
C 0.056 0.634 0.457
C -0.062 -0.702 -2.883
C -1.443 0.697 -1.183
C 0.795 -0.759 2.318
C 0.949 0.586 1.601
N -1.068 1.041 0.148
H -0.806 -0.702 -3.680
H 0.847 -1.233 -3.109
H -1.626 1.600 -1.776
H -2.372 0.113 -1.183
H 1.529 -0.842 3.117
H 0.944 -1.580 1.618
H -0.201 -0.847 2.745
H 1.980 0.701 1.255
H 0.722 1.410 2.290
*
```


# 6
C5H11NO | wB97M-V/def2-TZVPD

## Properties
orbital gap = 10.627 eV
LUMO = 1.13 eV
highest occupied orbital energy = -9.5 eV
energy relative to the best compared isomer or geometry (same formula, charge and spin) = 188.0 kJ/mol
structure (SMILES) = C[C@H]1CN1CCO
E = -8899.7487 eV

```
! RIJCOSX wB97M-V def2-TZVPD def2/J DEFGRID3
* xyz 0 1
C -0.362 0.451 -2.266
C -0.813 0.444 -0.829
C -1.597 -0.678 -0.256
N -0.195 -0.507 0.082
C 0.091 -0.047 1.437
C 1.587 0.217 1.550
O 2.316 -0.935 1.206
H 0.529 1.074 -2.399
H -1.153 0.844 -2.915
H -0.120 -0.565 -2.594
H -1.028 1.428 -0.405
H -1.831 -1.547 -0.869
H -2.333 -0.447 0.515
H -0.491 0.852 1.709
H -0.181 -0.852 2.129
H 1.858 1.072 0.907
H 1.849 0.479 2.581
H 1.873 -1.283 0.416
*
```


# 7
C23H21Cl2N2O4Zn | wB97M-V/def2-TZVPD

## Properties
orbital gap = 4.364 eV
LUMO = 1.71 eV
highest occupied orbital energy = -2.7 eV
energy relative to the best compared isomer or geometry (same formula, charge and spin) = 130.0 kJ/mol
E = -108828.6179 eV

```
! RIJCOSX wB97M-V def2-TZVPD def2/J DEFGRID3
* xyz -1 1
C -5.669 2.129 1.511
O -5.101 0.927 2.092
C -3.852 0.540 1.727
C -3.291 -0.555 2.433
C -1.986 -0.920 2.186
C -1.161 -0.156 1.330
C 0.234 -0.565 1.158
C 1.339 0.174 1.478
C 2.662 -0.397 1.200
O 2.826 -1.492 0.627
N 3.759 0.362 1.639
C 5.075 -0.243 1.592
C 3.705 1.752 1.847
O 4.701 2.458 1.969
N 2.419 2.304 1.918
C 2.390 3.704 2.288
C 1.248 1.535 2.045
O 0.241 2.027 2.554
C -1.745 0.917 0.618
C -3.090 1.231 0.754
H -6.636 2.231 2.008
H -5.031 3.002 1.716
H -5.802 2.013 0.424
H -3.920 -1.073 3.149
H -1.544 -1.774 2.698
H 0.420 -1.563 0.739
H 5.800 0.543 1.790
H 5.133 -1.009 2.372
H 5.241 -0.706 0.616
H 1.349 4.015 2.348
H 2.888 3.845 3.254
H 2.934 4.270 1.529
H -1.121 1.499 -0.064
H -3.528 2.020 0.136
Cl 5.012 -3.122 -2.522
Zn 3.346 -3.789 -1.351
Cl 1.597 -4.883 -0.783
C 1.233 -1.027 -3.800
C 1.533 -0.343 -2.590
C 0.348 -0.292 -1.825
C -0.703 -0.933 -2.532
C -0.141 -1.438 -3.780
C -0.939 -2.225 -4.612
C -2.284 -2.419 -4.283
C -2.840 -1.853 -3.116
C -2.039 -1.167 -2.209
H 1.955 -1.298 -4.574
H 2.500 0.052 -2.273
H 0.239 0.133 -0.843
H -0.490 -2.644 -5.511
H -2.921 -2.992 -4.948
H -3.891 -1.986 -2.886
H -2.400 -0.818 -1.245
*
```